# 1
This record from the OMol25 dataset describes one molecule with the formula C24H34N2O5. The level of theory is ωB97M-V with the def2-TZVPD basis set.

HOMO-LUMO gap: 9.13 eV
E_HOMO: -8.4 eV
max |F|: 0.6 eV/A
spin multiplicity: 1
relative energy (zero: lowest compared OMol25 entry of this formula, charge and spin): 1.310 eV

Cartesian coordinates (Å):
1 C -2.330285 1.149749 2.580199
2 C -3.643270 1.342662 3.330027
3 C -4.878374 1.410776 2.428315
4 C -5.151444 0.117272 1.649437
5 C -4.636195 0.166963 0.210571
6 C -4.654222 -1.220006 -0.436963
7 O -3.869284 -2.159666 0.271486
8 C -2.521239 -2.003567 0.324547
9 C -1.766938 -1.187290 -0.513594
10 C -0.395644 -1.100761 -0.356997
11 C 0.245034 -1.834973 0.630287
12 N 1.653246 -1.745035 0.794871
13 C 2.286115 -1.757482 2.032586
14 O 1.729267 -1.714838 3.095408
15 C 3.773388 -1.856612 1.774580
16 C 3.945329 -1.450412 0.309619
17 N 4.484527 -0.107602 0.204654
18 C 5.048546 0.267496 -1.075968
19 C 4.010012 0.736352 -2.099729
20 C 3.192331 1.902083 -1.518868
21 C 2.129189 2.245339 -2.544931
22 O 2.287645 3.029241 -3.444051
23 O 1.014437 1.535007 -2.356355
24 C -0.014232 1.629299 -3.342502
25 C 0.130050 0.512517 -4.366025
26 C 2.608255 1.509545 -0.162024
27 C 3.705504 0.978987 0.765614
28 C 2.538171 -1.672656 -0.266036
29 O 2.237080 -1.784070 -1.426692
30 C -0.496519 -2.677769 1.451810
31 C -1.863014 -2.754083 1.302239
32 H -2.294234 0.180377 2.090147
33 H -2.197269 1.928705 1.831586
34 H -1.493701 1.198714 3.273778
35 H -3.588145 2.271489 3.903568
36 H -3.769130 0.524685 4.042869
37 H -4.769840 2.242022 1.727982
38 H -5.738679 1.633316 3.063227
39 H -6.225320 -0.079886 1.623892
40 H -4.680543 -0.721073 2.165663
41 H -3.618209 0.555478 0.202915
42 H -5.258144 0.835602 -0.387940
43 H -5.664308 -1.636806 -0.400027
44 H -4.342591 -1.163840 -1.487875
45 H -2.233490 -0.612491 -1.297818
46 H 0.165940 -0.460303 -1.017545
47 H 4.345309 -1.234060 2.459837
48 H 4.071216 -2.894465 1.935218
49 H 4.641508 -2.105684 -0.223330
50 H 5.755990 1.081279 -0.881228
51 H 5.608160 -0.580306 -1.476078
52 H 3.342323 -0.088902 -2.348754
53 H 4.513429 1.059076 -3.012246
54 H 3.846669 2.773476 -1.410793
55 H 0.045812 2.609759 -3.825319
56 H -0.954722 1.542759 -2.792700
57 H -0.709230 0.533944 -5.055322
58 H 1.051818 0.642124 -4.928042
59 H 0.159708 -0.452679 -3.865317
60 H 1.848806 0.743517 -0.305787
61 H 2.127424 2.371828 0.303387
62 H 4.413100 1.787335 0.981964
63 H 3.261216 0.663086 1.711165
64 H -0.006114 -3.258517 2.215963
65 H -2.452225 -3.396028 1.937443

Cartesian forces, eV/Å:
C -0.1 0.0 0.2
C 0.0 0.2 -0.2
C 0.0 -0.2 0.2
C 0.1 0.3 -0.1
C 0.0 -0.5 0.2
C -0.2 0.5 -0.2
O 0.2 -0.2 0.1
C 0.3 -0.1 0.1
C -0.3 -0.1 0.0
C 0.2 -0.1 0.2
C -0.4 0.0 -0.1
N -0.4 0.0 -0.1
C 0.4 0.0 0.3
O -0.1 0.0 0.1
C 0.0 0.0 0.0
C 0.3 -0.1 0.1
N 0.1 -0.1 0.0
C -0.1 0.0 -0.3
C 0.2 0.1 0.1
C -0.2 -0.2 -0.1
C 0.5 0.3 0.2
O 0.0 0.0 -0.1
O -0.2 -0.3 0.2
C -0.2 0.1 -0.5
C 0.1 0.2 0.3
C 0.2 0.0 0.1
C -0.2 0.2 0.0
C 0.4 -0.3 -0.2
O 0.0 0.0 0.0
C 0.1 0.1 -0.1
C -0.2 0.1 -0.2
H 0.1 -0.1 -0.1
H 0.1 0.1 -0.1
H 0.1 0.0 0.0
H 0.0 0.0 0.1
H 0.0 0.0 0.1
H 0.0 0.1 0.0
H 0.0 0.1 0.0
H 0.0 -0.1 0.0
H 0.0 -0.1 0.0
H 0.0 0.1 -0.1
H 0.0 0.1 0.0
H 0.1 0.1 -0.1
H 0.0 -0.1 0.1
H -0.1 0.1 0.0
H 0.1 0.1 0.0
H -0.1 0.0 0.0
H 0.0 0.0 0.0
H -0.2 0.0 0.0
H 0.1 0.0 -0.1
H 0.1 0.0 0.0
H 0.0 0.0 0.0
H 0.0 0.0 0.0
H -0.1 0.0 -0.1
H -0.1 -0.2 0.1
H 0.1 0.0 0.0
H -0.1 0.0 -0.1
H 0.1 0.0 -0.1
H 0.0 -0.1 0.0
H -0.1 0.1 0.0
H -0.1 0.0 0.0
H -0.1 0.0 0.1
H 0.1 0.1 0.1
H 0.0 0.0 0.1
H -0.1 -0.1 0.1

=====

# 2
This record from the OMol25 dataset describes C40H32B2InN8O24 as an isolated structure. The level of theory is ωB97M-V with the def2-TZVPD basis set.

HOMO-LUMO gap: 0.78 eV
net charge: +1
E_HOMO: -11.1 eV
max |F|: 5.4 eV/A
spin multiplicity: 1
relative energy (zero: lowest compared OMol25 entry of this formula, charge and spin): 7.749 eV

Cartesian coordinates (Å):
1 In 4.251741 6.670797 -5.854128
2 O 6.961361 14.492797 4.773692
3 C 6.082181 13.901777 4.204622
4 O 5.928461 13.524947 2.984362
5 B 4.611611 12.833667 2.839962
6 O 4.191151 12.665517 4.270742
7 C 4.881651 13.338047 5.068412
8 O 4.788661 13.521837 6.283832
9 O 4.820891 11.518727 2.171012
10 C 4.218931 11.630367 0.912192
11 O 3.975721 10.710667 0.095152
12 C 3.534731 13.069647 0.796842
13 O 3.755791 13.682997 1.964252
14 O 2.723701 13.413407 -0.058448
15 O 1.012191 3.434477 -1.866658
16 C 0.637611 2.312757 -1.420068
17 O 1.008421 1.134077 -1.610438
18 B 0.146141 0.086567 -0.902718
19 O -0.736049 0.898257 -0.113688
20 C -0.480639 2.175507 -0.334688
21 O -1.017469 3.156697 0.150012
22 O 0.854811 -0.798423 0.060892
23 C 1.068171 -1.971293 -0.536458
24 O 1.735121 -2.853043 -0.042278
25 C 0.112331 -2.047813 -1.725728
26 O -0.459999 -0.891193 -1.805748
27 O -0.178179 -3.136993 -2.243668
28 C -2.200669 1.084707 -6.349378
29 C -1.193849 2.130777 -6.729188
30 N -0.396049 2.945077 -6.992878
31 H -3.155629 1.399177 -6.770408
32 H -2.270039 1.256167 -5.275188
33 H -1.983749 0.031477 -6.527608
34 C 6.192051 -1.459223 -3.993508
35 C 5.551761 -0.232083 -4.389338
36 N 5.102261 0.743757 -4.768818
37 H 6.233261 -1.507403 -2.905358
38 H 7.201671 -1.356113 -4.391178
39 H 5.711301 -2.384283 -4.311658
40 C 5.921581 -0.009673 1.857532
41 C 5.807991 0.486257 3.307502
42 N 5.705471 0.914767 4.384742
43 H 4.991121 0.299077 1.381062
44 H 6.163051 -1.069363 1.774702
45 H 6.777261 0.394737 1.316822
46 C 0.342071 -3.661723 5.121012
47 C -0.456359 -4.202273 6.238052
48 N -1.076809 -4.585793 7.178072
49 H -0.028379 -3.980823 4.146822
50 H 1.281301 -4.213343 5.080112
51 H 0.429531 -2.576953 5.181912
52 C -1.715559 9.032717 5.811522
53 C -1.107889 10.233827 5.475122
54 C -1.699629 11.376427 5.841302
55 C -2.867339 11.310097 6.583012
56 C -3.498379 10.167897 6.982102
57 C -2.950199 8.973937 6.565102
58 N -3.587379 12.612547 6.839212
59 O -3.122139 13.675187 6.274402
60 O -4.525149 12.647787 7.723412
61 H -1.343919 8.055187 5.541862
62 H -0.203019 10.200507 4.886482
63 H -1.219959 12.304347 5.566922
64 H -4.430939 10.293507 7.512152
65 H -3.287649 8.032397 6.972582
66 C -5.832739 -2.890363 2.053882
67 C -6.301309 -3.879553 1.193062
68 C -7.047659 -4.943193 1.604522
69 C -7.454559 -4.955983 2.998332
70 C -7.018919 -3.919953 3.915542
71 C -6.172139 -2.907183 3.394522
72 N -8.226279 -6.041553 3.507402
73 O -8.353379 -7.032743 2.859782
74 O -8.599219 -5.909553 4.676722
75 H -5.215579 -2.132273 1.594722
76 H -6.075759 -3.944273 0.138882
77 H -7.439799 -5.684053 0.923522
78 H -7.375459 -3.959853 4.934202
79 H -5.745689 -2.145623 4.030562
80 C -1.001639 -7.654953 -10.353648
81 C -0.870389 -6.828673 -11.478188
82 C -0.182619 -5.654493 -11.343148
83 C 0.156941 -5.153423 -10.085898
84 C -0.259959 -5.851943 -8.981658
85 C -0.741989 -7.116603 -9.102488
86 N 0.921761 -3.837043 -9.981408
87 O 0.981141 -3.098333 -11.016618
88 O 1.231111 -3.427573 -8.864768
89 H -1.341009 -8.678733 -10.409398
90 H -1.012409 -7.265343 -12.455708
91 H 0.275701 -5.171813 -12.193658
92 H -0.074569 -5.502843 -7.976588
93 H -0.961879 -7.763853 -8.266348
94 C 0.200681 -12.186843 -0.762848
95 C -0.220519 -12.998033 0.242302
96 C -0.048149 -12.606653 1.581582
97 C 0.570171 -11.393893 1.884032
98 C 1.054591 -10.588063 0.846272
99 C 0.884661 -10.973643 -0.514938
100 N 0.659891 -10.870173 3.336352
101 O 0.860491 -9.612053 3.495882
102 O 0.492281 -11.586523 4.273982
103 H 0.193741 -12.500733 -1.796208
104 H -0.640979 -13.953833 -0.033468
105 H -0.519019 -13.280953 2.281592
106 H 1.540461 -9.629723 0.955472
107 H 1.189921 -10.305193 -1.306388

Cartesian forces, eV/Å:
In -0.1 -0.1 0.0
O -0.9 -0.6 -1.1
C 3.0 1.5 0.8
O -0.1 0.2 0.5
B 0.4 -0.6 -1.6
O -1.9 -1.0 -1.8
C -0.2 0.9 5.3
O 0.2 -0.5 -3.7
O -1.6 1.4 -2.1
C -1.2 -3.3 -1.4
O 1.7 3.6 3.5
C -2.5 0.0 -1.0
O 0.5 -0.8 0.5
O 2.8 -0.9 2.1
O -1.1 -4.5 1.4
C 0.7 5.4 -0.7
O 1.3 -2.6 -1.3
B 0.7 -1.2 1.2
O -0.5 1.4 -0.3
C -2.4 2.5 1.5
O 0.9 -2.2 -0.6
O 0.7 0.8 -1.2
C 1.2 -1.2 2.4
O -0.7 1.0 -1.2
C -0.6 -4.5 -0.5
O -0.8 1.6 -1.5
O 0.7 3.6 0.8
C 0.3 1.7 0.5
C 1.5 0.4 -0.9
N -1.9 -1.8 0.7
H 0.0 -0.3 -0.1
H -0.3 -0.4 0.2
H 0.4 0.4 -0.4
C 0.5 -0.2 0.6
C -0.3 -0.6 -0.1
N -0.4 1.0 -0.2
H 0.2 0.1 0.0
H 0.1 -0.5 0.1
H -0.1 0.3 -0.4
C 0.2 0.5 1.4
C 0.5 0.0 -0.2
N 0.1 -0.8 -1.9
H 0.1 -0.4 -0.2
H -0.8 -0.2 0.5
H -0.1 0.8 0.4
C -0.1 -1.0 -0.1
C -2.2 -1.1 3.2
N 2.4 1.5 -3.8
H -0.8 0.4 0.1
H 0.4 0.6 0.6
H 0.2 -0.2 0.0
C -1.8 -1.0 0.9
C 0.6 -2.5 -0.6
C 0.1 1.8 0.2
C -1.2 2.1 -0.3
C -0.6 -0.2 -0.2
C 2.0 0.5 0.1
N -0.5 3.5 1.9
O -1.7 -4.0 1.7
O 3.2 -0.5 -3.5
H 0.5 0.2 -0.2
H 0.1 0.2 0.1
H -0.4 0.3 0.1
H 0.0 -0.3 0.2
H -0.3 -0.1 -0.4
C -0.1 -0.2 -0.4
C 0.0 -0.8 -0.9
C -1.5 0.0 3.0
C 2.0 2.4 -1.4
C 0.1 -0.6 -2.2
C -0.6 -0.8 0.5
N 0.1 0.3 2.7
O -0.4 -1.0 -1.2
O -0.3 -0.2 -0.7
H 0.1 0.2 0.4
H 0.4 0.7 -0.1
H 0.2 -0.1 0.1
H 0.2 0.1 0.0
H -0.2 0.0 0.2
C -0.6 0.8 -0.2
C 0.8 -1.8 0.3
C 1.2 1.3 0.0
C 0.0 0.4 -1.0
C 1.2 0.9 1.7
C -0.9 -1.5 -0.7
N -1.5 2.3 -1.0
O 0.2 -2.6 2.4
O 0.0 -1.1 -1.3
H -0.1 0.0 -0.3
H -0.2 0.2 -0.1
H -0.5 0.3 -0.2
H 0.1 0.4 0.0
H 0.2 0.3 0.4
C 1.8 1.5 -1.3
C 0.2 0.1 0.7
C -0.5 -0.1 -0.1
C 0.1 0.4 0.2
C -0.1 0.0 -1.4
C -1.1 -0.9 2.1
N 0.3 3.8 -0.4
O -0.3 -3.3 -1.3
O -0.2 -1.2 -0.2
H -0.5 -0.2 -0.1
H -0.2 -0.1 0.4
H 0.4 0.3 0.7
H 0.0 -0.1 0.8
H 0.2 -0.1 0.0

=====

# 3
This record from the OMol25 dataset describes an isolated ion of composition C8H5N2 and charge +1. The level of theory is ωB97M-V with the def2-TZVPD basis set.

HOMO-LUMO gap: 7.71 eV
net charge: +1
E_HOMO: -14.1 eV
max |F|: 7.1 eV/A
spin multiplicity: 1
relative energy (zero: lowest compared OMol25 entry of this formula, charge and spin): 4.619 eV

Cartesian coordinates (Å):
1 C 1.994355 0.150742 -1.839531
2 C 0.690921 0.221963 -1.842969
3 N 0.055297 0.233054 -0.666140
4 C -1.399075 0.321516 -0.424803
5 C -1.969261 -0.338451 0.932173
6 C -0.801871 -0.208519 1.755554
7 C 0.441433 -0.024583 1.604223
8 C 1.063936 0.088146 0.410047
9 C 2.415087 -0.109782 0.162227
10 N 3.032900 -0.007079 -1.132376
11 H -1.716504 -0.210287 -1.428774
12 H -1.747335 1.269128 -0.271507
13 H -2.179221 -1.421514 0.657825
14 H -2.891899 0.357507 1.140707
15 H 3.011238 -0.321840 0.943344

Cartesian forces, eV/Å:
C -1.9 -0.1 1.4
C 1.0 0.3 -0.4
N 4.1 0.1 0.1
C 0.1 -3.9 -2.0
C -1.6 -0.3 -1.8
C 4.9 0.9 -0.4
C -6.0 -1.0 3.6
C 0.2 -0.2 -2.4
C -1.7 1.2 -3.5
N -2.1 -0.2 0.3
H -0.4 1.3 2.3
H -0.1 2.9 -0.7
H -0.3 1.3 1.1
H 1.6 -2.0 0.1
H 2.2 -0.5 2.5

=====

# 4
This record from the OMol25 dataset describes one molecule with the formula C5H9N2PSi. The level of theory is ωB97M-V with the def2-TZVPD basis set.

HOMO-LUMO gap: 8.84 eV
E_HOMO: -8.5 eV
max |F|: 3.9 eV/A
spin multiplicity: 1
relative energy (zero: lowest compared OMol25 entry of this formula, charge and spin): 0.000 eV

Cartesian coordinates (Å):
1 C 1.295469 1.124762 0.888271
2 Si 0.065269 0.475539 -0.524290
3 C 0.869089 -0.794851 -1.697059
4 C -1.082933 1.941888 -1.237732
5 N -1.169820 -0.411763 0.424229
6 C -1.511304 -1.414887 0.980952
7 P -1.773673 -2.968577 1.505281
8 C -0.454127 -2.615220 2.600640
9 N 0.458378 -2.481737 3.311381
10 H 0.713047 1.031286 1.841604
11 H 2.113652 0.562422 1.107216
12 H 1.725366 2.102019 0.615123
13 H 1.485933 -1.478158 -1.094722
14 H -0.056884 -1.377891 -1.976508
15 H 1.358325 -0.434329 -2.570795
16 H -0.355059 2.759801 -1.511752
17 H -1.831386 1.703951 -2.099006
18 H -1.849342 2.275746 -0.562833

Cartesian forces, eV/Å:
C -3.3 1.0 -1.0
Si 0.0 1.3 0.6
C -2.3 -0.5 1.3
C 0.7 -1.0 -1.6
N -0.5 -1.3 1.2
C 1.2 2.6 -2.6
P -1.0 -1.2 0.5
C 1.7 -0.3 1.6
N -0.9 0.0 -0.7
H 0.3 1.0 -0.8
H 2.4 -2.2 0.0
H -0.7 0.0 0.5
H 0.0 0.3 -0.3
H 1.0 0.3 -0.2
H 0.4 0.3 -0.6
H -1.2 -0.6 0.1
H 2.0 0.0 0.8
H 0.3 0.3 1.2

=====

# 5
This record from the OMol25 dataset describes C10H30CuF3N12O8 as an isolated structure. The level of theory is ωB97M-V with the def2-TZVPD basis set.

HOMO-LUMO gap (alpha / beta): 1.79 / 6.94 eV
net charge: -1
E_HOMO (alpha / beta): 0.5 / -4.7 eV
max |F|: 9.4 eV/A
spin multiplicity: 2
⟨S²⟩: 0.750

Cartesian coordinates (Å):
1 Cu -1.566906 0.156934 4.474432
2 C -2.411590 -1.433017 7.801743
3 O -3.739804 -1.805444 7.365963
4 O -1.868287 -0.703554 6.678212
5 C -2.493244 -0.908502 9.286542
6 F -1.179129 -0.657445 9.646219
7 F -3.329331 0.157185 9.308800
8 F -2.953565 -1.864985 10.196197
9 C -4.299151 -3.113948 7.593367
10 C -5.762391 -3.053958 6.997975
11 H -5.968050 -4.061372 6.636148
12 H -6.431968 -2.619882 7.740500
13 H -5.849216 -2.379806 6.145875
14 H -4.400789 -3.396735 8.641129
15 H -3.773663 -3.926130 7.091054
16 H -1.914878 -2.392635 7.944974
17 C -5.028241 -1.773184 3.056038
18 O -4.967667 -1.394694 1.925001
19 N -4.457034 -1.216833 4.044949
20 N -5.711877 -2.818070 3.318898
21 H -3.977015 -0.363032 3.798555
22 H -4.689494 -1.462393 4.996663
23 H -5.678589 -3.258410 4.227252
24 H -6.526909 -2.958540 2.739163
25 C -0.996456 2.711139 6.398479
26 O -0.567883 1.867112 5.697062
27 N -1.092929 3.987095 6.115256
28 N -1.722174 2.292506 7.427677
29 H -0.616379 4.258529 5.267128
30 H -1.274175 4.558653 6.928008
31 H -2.480302 2.886359 7.732115
32 H -1.655581 1.286534 7.366967
33 C -3.919539 2.435405 3.964029
34 O -3.373802 1.399718 4.126797
35 N -4.866066 2.853802 4.772254
36 N -3.692902 3.299218 3.069067
37 H -5.096761 2.462626 5.674398
38 H -5.439544 3.656313 4.555020
39 H -4.025333 4.252911 3.077229
40 H -2.850586 3.016942 2.588521
41 C -1.764356 -3.004081 3.747458
42 O -1.482038 -1.829775 3.505563
43 N -2.661264 -3.707435 3.202603
44 N -0.997978 -3.726063 4.520377
45 H -2.639050 -4.708946 3.331422
46 H -3.292351 -3.219629 2.583028
47 H -1.365776 -4.615982 4.825111
48 H -0.154680 -3.268710 4.836244
49 C 0.802995 0.150043 1.745518
50 O 0.343445 0.236565 2.868804
51 N 1.550066 1.018372 1.177296
52 N 0.357648 -0.706714 0.965573
53 H 1.926867 0.896616 0.248149
54 H 2.107670 1.642676 1.742468
55 H -0.418070 -1.164975 1.422032
56 H 0.380000 -0.532279 -0.028999
57 C 1.323074 -2.579606 6.720928
58 O 0.808724 -2.741347 7.807285
59 N 1.062052 -1.658617 5.829525
60 N 2.033759 -3.438686 6.169461
61 H 0.380489 -0.957208 6.081692
62 H 1.370967 -1.742631 4.871598
63 H 2.353028 -4.229910 6.709947
64 H 2.277994 -3.290417 5.200711

Cartesian forces, eV/Å:
Cu 0.1 0.1 0.5
C 0.5 -0.8 -3.4
O -1.3 -0.6 0.6
O -0.7 -0.7 4.0
C 0.9 -0.4 -2.0
F -2.1 0.6 0.3
F 1.0 -0.3 1.2
F 0.4 1.4 -1.2
C -1.1 1.4 -0.7
C 1.5 0.2 0.4
H -0.7 0.0 0.4
H -0.2 -0.6 0.0
H 0.3 0.0 0.0
H 0.3 0.2 0.2
H 0.6 0.1 -0.2
H 0.7 -0.2 0.0
C 0.2 1.5 -1.2
O 0.5 1.6 -3.9
N 2.2 2.2 3.1
N -3.9 -5.9 1.4
H 0.2 0.2 0.7
H 0.6 0.5 0.0
H -0.3 0.2 -0.2
H 0.3 -0.3 0.1
C -3.1 -0.1 1.2
O 3.5 -3.0 -4.1
N 0.7 2.4 -0.3
N 0.0 0.5 2.1
H -0.1 0.7 0.4
H 0.2 0.7 -0.8
H -0.1 -0.8 0.2
H -1.2 -0.9 0.7
C -2.7 1.2 2.8
O 3.0 -4.5 0.4
N -3.6 0.8 3.1
N 2.6 1.9 -4.9
H 0.4 -0.5 -0.4
H 0.3 0.1 -0.1
H 0.2 0.1 0.0
H 0.1 0.8 -0.8
C 3.2 3.0 0.8
O -0.4 0.8 -0.5
N -4.7 -2.0 -2.9
N 2.1 -1.4 2.0
H -0.5 0.4 -0.5
H -0.2 -0.6 -0.1
H 0.9 0.3 0.5
H -0.4 -0.4 0.7
C -1.3 2.6 4.3
O 0.7 0.4 2.4
N 4.8 4.6 -1.6
N -3.0 -6.3 -4.6
H -0.2 -0.2 0.2
H -0.4 0.0 0.1
H -0.4 -0.5 -0.6
H -0.3 -0.4 0.2
C -4.1 2.2 2.3
O -0.1 0.5 1.7
N -1.5 3.9 -1.2
N 5.7 -6.9 -2.9
H -0.4 0.2 -0.2
H -0.2 0.6 0.3
H 0.0 0.1 -0.4
H 0.6 -0.7 0.5